The following is a DFT calculation (ωB97M-V with the def2-TZVPD basis set) of a molecular structure, C44H52N9O2PS4W.

```
113
Properties=species:S:1:pos:R:3:lowdin_charge:R:1
W -0.470 0.634 1.436 1.0911
C -4.707 2.009 2.917 -0.0129
C -3.217 1.792 2.933 -0.2054
N -2.634 1.423 1.817 -0.0695
N -3.569 1.398 0.770 -0.0668
C -3.290 0.603 -0.185 -1.0197
S -1.867 -0.360 -0.312 0.6512
S -4.459 0.522 -1.534 0.8802
C -5.334 -0.997 -1.023 -0.4163
C -4.502 -2.245 -1.123 -0.3281
C -4.205 -2.982 0.015 -0.0554
C -3.429 -4.131 -0.069 -0.0760
C -2.948 -4.553 -1.298 -0.1006
C -3.235 -3.816 -2.441 -0.0887
C -4.004 -2.668 -2.352 -0.0667
C -2.500 1.965 4.191 -0.0927
C -3.149 2.383 5.369 -0.0265
C -2.480 2.522 6.564 -0.0851
C -1.116 2.228 6.629 -0.0682
C -0.442 1.851 5.494 -0.0145
C -1.116 1.743 4.267 -0.3459
O -0.401 1.449 3.216 -0.3587
H -5.197 1.170 2.429 0.0826
H -4.947 2.891 2.322 0.1007
H -5.119 2.118 3.910 0.0577
H -6.201 -1.046 -1.685 0.0818
H -5.703 -0.851 -0.009 0.0779
H -4.567 -2.647 0.981 0.1171
H -3.192 -4.685 0.830 0.1109
H -2.344 -5.449 -1.366 0.1053
H -2.856 -4.139 -3.403 0.1051
H -4.210 -2.083 -3.241 0.1068
H -4.202 2.613 5.365 0.0956
H -3.017 2.837 7.448 0.1011
H -0.591 2.292 7.574 0.1092
H 0.616 1.615 5.504 0.1218
S -1.061 -1.392 2.658 0.6526
C 0.233 -1.428 3.821 -0.6930
C 0.009 -2.192 5.011 -0.2680
N -0.197 -2.817 5.954 0.1694
C 1.417 -0.800 3.617 -0.6734
S 1.783 0.059 2.140 0.7181
C 2.461 -0.854 4.590 -0.2755
N 3.305 -0.899 5.372 0.1642
N 1.972 4.430 3.829 0.0399
C 0.657 4.559 4.065 -0.1543
N -0.023 4.268 2.982 0.1590
C 0.956 3.945 2.096 -0.3536
N 2.183 4.049 2.556 0.1410
C 0.659 3.682 0.679 -0.1837
C 1.091 4.624 -0.253 -0.0636
N 0.705 4.619 -1.518 0.1071
C -0.123 3.639 -1.865 -0.1037
C -0.500 2.646 -0.981 -0.1096
N -0.111 2.649 0.301 0.0405
H 2.748 4.552 4.455 0.1569
H 0.248 4.849 5.019 0.1303
H 1.757 5.414 0.071 0.1284
H -0.495 3.625 -2.882 0.1162
H -1.126 1.827 -1.297 0.0450
O 0.870 -0.071 -0.586 -0.5216
P 1.598 -0.594 -1.810 0.8739
C 0.961 0.197 -3.349 -0.3242
C 1.710 -0.180 -4.651 -0.1825
C 1.069 -1.279 -5.501 -0.1979
C -0.415 -1.033 -5.731 -0.1968
C -1.126 -0.930 -4.390 -0.1908
C -0.564 0.218 -3.559 -0.1929
C 1.540 -2.414 -2.065 -0.3187
C 2.738 -3.272 -1.582 -0.1628
C 2.497 -4.007 -0.252 -0.1759
C 1.428 -3.308 0.571 -0.2062
C 0.092 -3.388 -0.155 -0.2058
C 0.207 -3.065 -1.656 -0.1784
C 3.396 -0.186 -1.860 -0.3362
C 4.087 -0.414 -0.487 -0.1899
C 4.507 0.900 0.190 -0.1966
C 3.472 1.990 -0.056 -0.2250
C 3.436 2.368 -1.539 -0.1740
C 3.809 1.181 -2.429 -0.1830
H 1.244 1.231 -3.114 0.0930
H 2.749 -0.443 -4.446 0.0966
H 1.751 0.726 -5.266 0.1239
H 1.192 -2.260 -5.033 0.1000
H 1.605 -1.331 -6.452 0.1135
H -0.842 -1.834 -6.337 0.1112
H -0.552 -0.102 -6.294 0.1172
H -1.021 -1.879 -3.858 0.0938
H -2.199 -0.772 -4.523 0.1113
H -1.075 0.253 -2.601 0.0199
H -0.804 1.151 -4.086 0.1208
H 1.582 -2.433 -3.158 0.0859
H 3.640 -2.668 -1.502 0.0744
H 2.945 -4.003 -2.368 0.1155
H 3.436 -4.083 0.298 0.1113
H 2.171 -5.032 -0.451 0.1128
H 1.698 -2.262 0.732 0.0519
H 1.340 -3.753 1.564 0.1193
H -0.626 -2.727 0.321 0.0135
H -0.313 -4.397 -0.045 0.1056
H -0.643 -2.452 -1.960 0.0604
H 0.133 -3.990 -2.237 0.1208
H 3.777 -0.937 -2.560 0.1060
H 4.964 -1.049 -0.631 0.1161
H 3.421 -0.951 0.190 0.0565
H 5.479 1.229 -0.191 0.1149
H 4.632 0.724 1.259 0.1000
H 3.664 2.863 0.569 0.0998
H 2.495 1.606 0.236 0.0251
H 4.131 3.186 -1.742 0.1172
H 2.447 2.740 -1.807 0.0737
H 4.898 1.140 -2.529 0.1224
H 3.432 1.331 -3.440 0.0920
```

As for the spin multiplicity: 3. Its expectation value of S² is 2.02. The HOMO energy (alpha / beta) comes out at -0.2516 / -0.2809 hartree. As for the total charge: 0. For the HOMO-LUMO gap (alpha / beta), the calculation gives 6.2 / 6.6 eV. The molar mass comes out at 1082.04 g/mol. The maximum force is 0.008 Eh/bohr. The calculation puts the LUMO energy (alpha / beta) at -0.0242 / -0.0371 Eh.

---

The following is a DFT calculation (ωB97M-V with the def2-TZVPD basis set) of a molecular structure, C44H53FeN5P2S3Si.

```
109
Properties=species:S:1:pos:R:3:lowdin_charge:R:1
Fe 0.429 -0.043 0.478 -0.1916
C 1.666 -0.134 -5.555 -0.1863
Si 3.098 -0.451 -4.445 0.5148
C 4.674 -1.102 -5.291 -0.1972
C 3.484 1.030 -3.372 -0.2317
C 2.659 -1.963 -3.310 -0.2461
C 3.156 -3.238 -3.679 -0.0787
C 2.686 -4.364 -2.979 -0.0864
C 1.673 -4.213 -2.053 -0.1604
N 1.288 -3.024 -1.582 0.0356
C 1.827 -1.945 -2.173 -0.5847
S 1.357 -0.292 -1.481 0.6089
H 1.630 0.778 -6.140 0.0233
H 0.750 -0.233 -4.880 0.0537
H 1.511 -0.964 -6.294 0.0421
H 5.092 -0.278 -5.885 0.0253
H 4.377 -1.965 -5.905 0.0259
H 5.449 -1.269 -4.520 0.0445
H 4.176 1.728 -3.824 0.0199
H 3.767 0.664 -2.347 0.0098
H 2.668 1.699 -3.127 0.0099
H 4.009 -3.381 -4.396 0.1013
H 3.100 -5.342 -3.149 0.0914
H 1.223 -5.133 -1.705 0.0969
N -2.032 -0.294 -1.697 0.0990
C -2.881 -1.138 -1.050 -0.3301
C -4.101 -1.452 -1.710 -0.0378
C -5.036 -2.380 -1.170 -0.0792
C -4.660 -3.051 -0.048 -0.1127
C -3.663 -2.515 0.814 -0.0435
C -2.628 -1.733 0.218 -0.2725
P -1.288 -1.215 1.303 0.9587
C -1.866 -0.151 2.658 -0.3400
C -1.536 -0.171 4.035 -0.1060
C -2.057 0.751 4.971 -0.1002
C -2.997 1.668 4.579 -0.0982
C -3.379 1.715 3.215 -0.0813
C -2.790 0.867 2.282 -0.1395
C -1.025 -2.806 2.043 -0.3683
C -0.490 -3.703 1.125 -0.1119
C -0.422 -5.067 1.442 -0.0811
C -1.017 -5.542 2.568 -0.0863
C -1.698 -4.643 3.433 -0.0782
C -1.660 -3.274 3.225 -0.1006
H -2.400 0.116 -2.586 0.0960
H -1.023 -0.458 -1.552 -0.0229
H -4.236 -1.064 -2.680 0.0522
H -6.045 -2.400 -1.631 0.1167
H -5.169 -3.925 0.288 0.0854
H -3.666 -2.711 1.888 0.1050
H -0.934 -0.969 4.423 0.0810
H -1.675 0.721 6.013 0.1121
H -3.421 2.381 5.308 0.1070
H -4.133 2.436 2.876 0.1036
H -3.183 0.983 1.203 0.1163
H -0.043 -3.323 0.204 0.0665
H 0.245 -5.663 0.737 0.1221
H -1.030 -6.566 2.851 0.0898
H -2.350 -5.056 4.211 0.1060
H -2.067 -2.682 4.068 0.1071
S -4.407 2.354 -6.099 1.0202
C -4.018 0.798 -5.337 -0.4242
N -4.162 0.705 -4.056 0.0263
C -4.493 2.007 -3.564 -0.3006
C -4.626 2.336 -2.225 0.0017
C -5.092 3.637 -1.898 -0.0784
C -5.468 4.536 -2.874 -0.0970
C -5.247 4.272 -4.236 -0.0879
C -4.709 3.021 -4.544 -0.5024
H -3.619 -0.053 -5.929 0.0920
H -4.502 1.514 -1.482 0.1175
H -5.051 3.922 -0.889 0.0836
H -5.981 5.478 -2.555 0.1190
H -5.577 5.010 -4.957 0.1054
C 1.748 6.433 0.819 -0.0479
C 1.289 5.160 1.472 -0.3371
C 1.406 5.049 2.877 -0.0024
C 0.830 3.892 3.394 -0.1301
N 0.339 2.958 2.608 0.0395
C 0.278 3.189 1.342 -0.7474
S -0.465 1.921 0.325 0.6248
N 0.687 4.271 0.699 0.1114
H 1.886 6.330 -0.244 0.0619
H 2.685 6.885 1.224 0.0862
H 0.873 7.165 0.918 0.1094
H 1.992 5.714 3.442 0.0878
H 0.607 3.677 4.428 0.1124
C 2.619 0.057 4.656 -0.1446
C 2.044 0.668 3.419 -0.4246
P 2.344 -0.125 1.814 0.9160
C 2.778 -1.944 2.169 -0.3330
C 4.193 -2.430 2.160 -0.1471
C 3.695 0.760 1.001 -0.4277
C 4.807 1.133 1.927 -0.1689
H 3.682 -0.069 4.588 0.0639
H 2.028 -0.791 4.989 0.0675
H 2.470 0.813 5.452 0.0834
H 2.487 1.655 3.416 0.0554
H 0.974 0.867 3.509 0.0431
H 2.207 -2.525 1.454 0.0498
H 2.303 -2.129 3.101 0.0539
H 4.673 -2.368 3.154 0.0806
H 4.870 -1.909 1.461 0.0675
H 4.357 -3.422 1.869 0.0467
H 3.337 1.636 0.416 0.0917
H 4.168 0.049 0.237 0.0985
H 4.446 1.843 2.673 0.0664
H 5.659 1.552 1.312 0.0969
H 5.263 0.250 2.317 0.0468
```

As for the spin multiplicity: 5. Its expectation value of S² is 6.03. The HOMO energy (alpha / beta) comes out at -0.2579 / -0.2669 hartree. As for the total charge: 0. For the HOMO-LUMO gap (alpha / beta), the calculation gives 7.6 / 7.7 eV. The molar mass comes out at 894.02 g/mol. The maximum force is 0.059 Eh/bohr. The calculation puts the LUMO energy (alpha / beta) at 0.0231 / 0.0162 Eh.

---

The following is a DFT calculation (ωB97M-V with the def2-TZVPD basis set) of a molecular structure, C44H54N11O3PS3SiTa.

```
118
Properties=species:S:1:pos:R:3:lowdin_charge:R:1
Ta -0.671 -0.655 -0.157 1.6696
C 2.991 -3.340 2.569 0.0151
N 3.169 -2.443 1.451 -0.1144
C 4.309 -1.708 1.212 -0.0210
C 4.132 -0.965 0.113 0.0108
N 2.865 -1.184 -0.393 0.0569
C 2.209 -2.145 0.441 -0.5841
S 0.685 -2.785 0.258 0.9437
C 2.221 -0.617 -1.511 -0.2185
C 2.892 0.230 -2.390 0.0277
C 2.205 0.743 -3.490 -0.0273
C 0.872 0.407 -3.680 -0.0349
C 0.277 -0.433 -2.757 -0.1888
N 0.919 -0.946 -1.685 -0.0349
H 3.913 -3.418 3.152 0.1340
H 2.709 -4.329 2.197 0.1292
H 2.186 -2.959 3.205 0.0635
H 5.176 -1.765 1.853 0.1542
H 4.832 -0.278 -0.333 0.1448
H 3.934 0.486 -2.253 0.1318
H 2.711 1.397 -4.195 0.1520
H 0.310 0.787 -4.525 0.1060
H -0.764 -0.730 -2.853 -0.0088
N 1.444 -7.423 -1.366 0.1195
C 0.606 -6.308 -1.542 -0.3029
C 1.138 -5.095 -1.994 -0.0523
C 0.303 -4.007 -2.261 -0.1639
C -1.077 -4.152 -2.115 -0.2730
C -1.629 -5.378 -1.750 -0.0410
C -0.784 -6.457 -1.481 -0.0003
S -2.162 -2.733 -2.462 0.6656
O -3.399 -3.368 -2.924 -0.1818
O -1.429 -2.066 -3.543 -0.2155
N -2.240 -1.872 -1.128 -0.2392
C -2.660 -2.367 0.018 -0.4791
N -3.492 -3.415 0.127 0.2077
C -3.862 -3.761 1.370 -0.0259
C -3.433 -3.104 2.495 0.0203
C -2.586 -2.048 2.262 -0.1508
N -2.191 -1.662 1.034 -0.1454
H 2.386 -7.156 -1.098 0.0956
H 1.042 -8.108 -0.736 0.1028
H 2.208 -4.979 -2.136 0.1184
H 0.717 -3.058 -2.589 0.0890
H -2.708 -5.481 -1.673 0.1174
H -1.227 -7.411 -1.214 0.1245
H -4.538 -4.607 1.427 0.1427
H -3.741 -3.392 3.488 0.1317
H -2.185 -1.455 3.076 0.0239
S -1.951 1.221 -4.285 1.2720
C -2.852 -0.208 -3.987 -0.2047
C -2.473 -0.752 -2.778 -0.3547
N -1.492 -0.063 -2.093 -0.2134
C -1.140 0.995 -2.790 -0.5684
H -3.591 -0.569 -4.687 0.1151
H -2.884 -1.657 -2.346 -0.0252
H -0.382 1.688 -2.447 0.0309
C 1.625 -0.780 4.494 -0.0872
N 1.962 -0.481 3.091 -0.0579
C 1.905 0.976 2.873 -0.1543
N 0.603 1.473 3.215 -0.1189
C 0.274 1.179 4.597 -0.1161
N 0.328 -0.254 4.810 -0.1175
C -0.762 -0.969 4.175 -0.2323
P -0.544 -0.717 2.403 0.9719
C 1.140 -1.242 2.125 -0.4470
C -0.436 1.079 2.283 -0.3177
H 2.406 -0.336 5.126 0.1702
H 1.694 -1.865 4.645 0.1467
H 2.933 -0.768 2.948 0.1626
H 2.179 1.182 1.830 0.1037
H 2.688 1.436 3.490 0.1521
H -0.706 1.590 4.873 0.1601
H 0.982 1.686 5.268 0.1575
H -1.730 -0.591 4.523 0.1355
H -0.736 -2.032 4.440 0.1381
H 1.511 -1.016 1.120 0.0097
H 1.306 -2.308 2.313 0.0243
H -1.387 1.561 2.535 0.1517
H -0.188 1.403 1.266 -0.0241
C -0.164 3.261 -3.684 -0.1451
C 0.552 3.695 -2.386 -0.4880
C 2.031 3.255 -2.447 -0.0748
C 0.480 5.226 -2.233 -0.0668
Si -0.367 2.752 -0.785 0.6757
O -0.157 1.111 -0.964 -0.5207
C 0.442 3.344 0.843 -0.2181
C -0.169 4.229 1.748 -0.0557
C 0.490 4.632 2.915 -0.0364
C 1.764 4.152 3.205 -0.0489
C 2.380 3.258 2.338 -0.1196
C 1.726 2.852 1.172 -0.1465
C -2.223 3.207 -0.789 -0.2029
C -2.692 4.530 -0.676 -0.0890
C -4.060 4.813 -0.727 -0.0458
C -4.983 3.786 -0.902 -0.0517
C -4.542 2.471 -1.022 -0.0588
C -3.177 2.183 -0.964 -0.1083
H 0.304 3.725 -4.560 0.1215
H -1.219 3.556 -3.681 0.0816
H -0.122 2.175 -3.822 -0.0418
H 2.527 3.681 -3.327 0.1100
H 2.128 2.165 -2.510 0.0071
H 2.589 3.592 -1.567 0.0907
H 1.046 5.721 -3.032 0.1003
H 0.898 5.560 -1.278 0.0860
H -0.548 5.593 -2.300 0.0759
H -1.172 4.613 1.584 0.1035
H 0.001 5.316 3.605 0.1216
H 2.270 4.464 4.115 0.1241
H 3.367 2.865 2.569 0.1224
H 2.227 2.130 0.526 0.1090
H -2.007 5.365 -0.543 0.1017
H -4.406 5.840 -0.635 0.1209
H -6.046 4.009 -0.948 0.1205
H -5.260 1.667 -1.164 0.1130
H -2.862 1.142 -1.068 0.0652
H 0.092 0.718 0.847 0.0119
```

As for the spin multiplicity: 1. The HOMO energy (alpha / beta) comes out at -0.5294 / -0.5291 hartree. As for the total charge: +3. For the HOMO-LUMO gap (alpha / beta), the calculation gives 5.2 / 5.2 eV. The molar mass comes out at 1121.20 g/mol. The maximum force is 0.289 Eh/bohr. The calculation puts the LUMO energy (alpha / beta) at -0.3378 / -0.3368 Eh.

---

The following is a DFT calculation (ωB97M-V with the def2-TZVPD basis set) of 2 unconnected molecules or ions with the total composition C44H54N6O6.

```
110
Properties=species:S:1:pos:R:3:lowdin_charge:R:1
C -0.637 -2.191 -1.127 -0.0489
C -1.989 -2.242 -0.433 -0.5191
C -2.921 -2.899 -1.459 -0.0786
C -1.953 -3.159 0.784 -0.0380
C -2.462 -0.816 -0.010 -0.0639
C -3.569 -0.318 -0.704 -0.0415
C -4.266 0.794 -0.262 -0.0611
C -3.814 1.457 0.864 -0.0456
C -2.613 1.124 1.492 -0.0636
C -2.253 2.082 2.676 -0.5220
C -0.766 2.311 2.812 -0.0627
C -2.889 1.542 3.966 -0.0374
C -2.806 3.503 2.474 -0.0770
C -1.896 -0.035 1.050 -0.0539
N -0.633 -0.421 1.681 0.0043
C -0.537 -0.907 3.065 -0.1161
C 0.929 -0.792 3.405 -0.0996
N 1.590 -0.598 2.105 -0.0051
C 3.031 -0.769 1.991 -0.0722
C 3.580 -2.098 1.982 -0.0840
C 2.818 -3.461 2.110 -0.5190
C 3.540 -4.597 1.363 -0.0708
C 1.432 -3.464 1.501 -0.0537
C 2.796 -3.858 3.595 -0.0344
C 4.965 -2.251 1.940 -0.0461
C 5.824 -1.171 1.859 -0.0571
C 5.302 0.104 1.928 -0.0463
C 3.928 0.342 2.014 -0.0691
C 3.618 1.850 2.267 -0.5211
C 4.501 2.747 1.384 -0.0482
C 3.876 2.128 3.755 -0.0335
C 2.212 2.272 1.954 -0.0735
C 0.641 -0.263 1.152 -0.2584
C 0.810 0.332 -0.096 -0.0563
C 2.022 0.421 -0.866 -0.2340
C 3.016 -0.593 -0.891 -0.0384
C 4.240 -0.358 -1.509 -0.0864
C 4.448 0.811 -2.256 -0.1083
C 3.418 1.758 -2.361 -0.1064
C 2.215 1.569 -1.685 -0.0555
H 0.149 -1.901 -0.429 0.0378
H -0.378 -3.178 -1.536 0.0960
H -0.655 -1.463 -1.948 0.1012
H -3.945 -2.979 -1.081 0.0909
H -2.913 -2.362 -2.416 0.0617
H -2.564 -3.917 -1.665 0.0912
H -2.937 -3.182 1.272 0.0995
H -1.682 -4.180 0.484 0.0936
H -1.217 -2.810 1.509 0.0327
H -3.949 -0.823 -1.592 0.0935
H -5.165 1.129 -0.780 0.1036
H -4.415 2.285 1.240 0.1028
H -0.356 2.677 1.864 0.1001
H -0.565 3.077 3.576 0.1015
H -0.242 1.411 3.120 0.0434
H -3.964 1.769 3.961 0.0880
H -2.794 0.455 4.070 0.0692
H -2.437 2.026 4.842 0.0944
H -3.889 3.562 2.614 0.0723
H -2.360 4.172 3.221 0.0883
H -2.542 3.889 1.484 0.0989
H -1.179 -0.322 3.730 0.0939
H -0.876 -1.953 3.140 0.1116
H 1.140 0.073 4.061 0.1200
H 1.315 -1.684 3.911 0.1000
H 4.457 -4.920 1.864 0.0719
H 2.880 -5.474 1.322 0.0895
H 3.772 -4.306 0.331 0.0973
H 0.781 -2.722 1.955 0.0457
H 1.477 -3.295 0.419 0.0861
H 0.968 -4.451 1.650 0.0987
H 2.509 -3.030 4.253 0.0668
H 2.100 -4.692 3.759 0.0927
H 3.801 -4.182 3.897 0.0885
H 5.409 -3.246 1.970 0.1031
H 6.900 -1.324 1.774 0.1101
H 6.004 0.938 1.943 0.1077
H 4.490 2.376 0.351 0.0842
H 4.103 3.771 1.373 0.0910
H 5.535 2.806 1.740 0.0735
H 3.224 1.493 4.373 0.0832
H 4.919 1.917 4.023 0.0857
H 3.658 3.179 3.992 0.0894
H 1.514 1.646 2.492 0.0389
H 2.052 3.310 2.280 0.1003
H 1.995 2.217 0.885 0.0776
H -0.082 0.799 -0.507 0.1177
H 2.797 -1.556 -0.414 0.1024
H 5.042 -1.094 -1.414 0.1035
H 5.400 0.966 -2.765 0.0946
H 3.558 2.651 -2.973 0.0982
H 1.397 2.293 -1.761 0.1125
O -5.431 3.368 -9.518 0.0941
N -4.750 2.382 -9.191 -0.3086
O -4.130 1.679 -10.024 0.0547
C -4.629 1.978 -7.795 -0.0375
C -3.849 0.856 -7.499 0.1175
C -3.689 0.407 -6.162 -0.1054
N -2.922 -0.776 -5.863 -0.3055
O -2.365 -1.399 -6.788 0.0900
O -2.850 -1.139 -4.658 0.0495
C -4.290 1.082 -5.082 0.1370
C -5.058 2.193 -5.390 -0.0936
N -5.792 3.038 -4.545 -0.1493
O -5.975 3.052 -3.340 0.1009
O -6.389 4.000 -5.374 0.0651
N -6.062 3.790 -6.705 0.1559
C -5.264 2.689 -6.695 -0.1354
H -3.358 0.314 -8.301 0.1362
H -4.187 0.754 -4.049 0.1393
```

As for the spin multiplicity: 1. The HOMO energy comes out at -0.2436 hartree. As for the total charge: 0. For the HOMO-LUMO gap, the calculation gives 3.8 eV. The molar mass comes out at 762.95 g/mol. The maximum force is 0.065 Eh/bohr. The calculation puts the LUMO energy at -0.1030 Eh.

---

Question: Number 3 is which compound?
Answer: C44H54N11O3PS3SiTa